117
Properties=species:S:1:pos:R:3:mulliken_charge:R:1 method="wB97M-V/def2-TZVPD" homo_energy_ev=-5.0 total_charge=-1 orbital_gap_ev=5.17 e_tot_ha=-4466.8420
Nb 1.042 -4.642 -3.216 -0.22
Cl -0.403 -7.831 -0.984 -0.20
Cl -1.532 -6.696 -4.073 -0.21
S -0.461 2.696 1.820 -0.08
S -0.913 3.895 -0.962 -0.24
P 1.948 -4.433 -5.646 0.30
F 0.133 -4.715 -1.241 -0.72
O -3.360 7.215 -4.240 -0.67
O -7.211 9.040 -1.023 -0.69
O 5.167 -4.316 6.017 -0.69
O 3.802 0.428 3.982 -0.68
N 3.437 -3.769 -5.674 -0.79
N 2.922 -5.241 -2.627 -0.06
N -1.091 1.065 -0.478 0.62
C -7.271 9.884 -3.689 -0.56
C -3.669 -0.273 2.526 -0.68
C 3.537 -3.040 4.908 0.39
C -5.219 8.981 -5.353 -0.53
C 0.274 -6.802 -3.676 -0.32
C 0.330 -9.381 -3.187 -0.95
C -6.293 9.017 -3.184 0.17
C 1.369 2.967 2.077 -0.02
C 4.103 -0.653 4.476 0.41
C 3.170 -1.794 4.401 0.44
C -4.263 7.611 -3.511 0.56
C 5.747 -2.062 5.709 0.13
C 5.400 -0.828 5.161 0.14
C -0.303 0.665 -1.699 -0.73
C -5.343 7.639 -1.266 0.11
C 7.829 -1.117 6.510 -0.44
C 2.884 -5.433 0.090 0.18
C 0.437 -1.390 -3.401 -0.38
C -6.345 8.600 -1.768 0.65
C -6.192 9.848 -5.852 -0.46
C 1.406 -3.953 4.206 -0.53
C -5.276 8.557 -4.019 0.17
C -7.221 10.294 -5.023 -0.43
C -0.663 -0.864 -2.272 -0.27
C -3.438 6.195 -1.640 -0.10
C 1.744 4.270 3.007 -0.36
C -2.503 0.598 -0.460 -0.58
C 1.574 -2.411 -2.795 -0.59
C 7.490 0.112 5.944 -0.48
C 1.911 -1.622 3.813 -0.49
C 4.842 -3.221 5.575 0.58
C -4.480 6.274 0.540 -0.94
C -4.354 7.142 -2.114 -0.13
C -5.399 7.212 0.068 -0.55
C 0.685 -7.885 -2.529 0.53
C 3.478 -5.603 -1.388 -1.03
C 6.962 -2.205 6.390 -0.56
C 1.172 4.144 4.554 -0.77
C -3.506 5.758 -0.316 0.36
C 6.277 0.259 5.270 -0.45
C -3.595 1.380 0.438 -0.13
C -4.533 0.209 1.185 -0.64
C 2.657 -4.125 4.800 -0.77
C 1.029 -2.700 3.722 -0.73
C -0.856 2.480 -0.038 -0.27
C 2.496 -6.955 0.675 -0.86
H 2.075 -4.633 0.299 0.15
H 0.639 5.178 4.798 0.23
H 1.262 -10.081 -3.274 0.26
H 2.942 -5.104 5.181 0.46
H 3.577 -5.313 -3.428 0.14
H -2.672 5.792 -2.300 0.56
H 8.169 0.958 6.031 0.39
H 2.106 -5.821 -6.091 0.04
H 1.883 3.050 1.023 0.33
H 3.788 -5.121 0.814 0.22
H 0.894 -7.088 -4.655 0.24
H 3.422 -7.363 1.311 0.29
H -3.828 0.548 3.356 0.24
H 2.074 4.013 5.290 0.26
H -2.494 -0.535 -0.084 0.24
H 1.829 -7.918 -2.288 0.11
H -5.599 0.605 1.458 0.32
H 0.394 3.266 4.625 0.21
H 2.916 4.312 3.077 0.28
H -2.507 -0.329 2.277 0.11
H -0.459 -9.955 -2.499 0.27
H -2.953 0.532 -1.566 0.17
H -8.076 10.239 -3.047 0.44
H -2.798 5.017 0.049 -0.15
H 4.557 -5.066 -1.346 0.27
H 0.049 -2.563 3.271 0.52
H -0.597 -1.662 -1.392 0.19
H -4.343 2.013 -0.211 0.27
H 6.017 1.222 4.834 0.46
H 3.755 -3.546 -4.682 0.22
H 1.007 -0.434 -3.792 0.27
H -1.709 -0.855 -2.802 0.22
H 1.675 -2.193 -1.648 0.25
H 1.560 -6.949 1.375 0.14
H 0.722 -4.795 4.127 0.42
H -3.214 2.029 1.326 0.04
H 2.585 -2.168 -3.378 0.20
H -0.290 1.463 -2.569 0.33
H 8.771 -1.229 7.044 0.38
H 3.811 -6.757 -1.450 0.34
H 0.835 0.578 -1.350 0.22
H 1.389 5.310 2.538 0.24
H -4.528 5.940 1.574 0.42
H -0.228 -9.253 -4.231 0.26
H -7.985 10.962 -5.414 0.39
H -0.133 -1.824 -4.352 0.26
H -4.005 -1.358 2.875 0.29
H -6.149 10.173 -6.889 0.39
H 2.337 -7.737 -0.178 0.19
H 1.085 -3.651 -6.490 0.04
H 1.774 2.002 2.636 -0.25
H -0.543 -4.061 -3.789 0.13
H -6.159 7.606 0.740 0.44
H -4.621 -0.746 0.496 0.31
H 1.612 -0.649 3.427 0.60
H 7.236 -3.161 6.833 0.44
H -4.422 8.633 -6.008 0.45